A 22-piece molecular cluster, C58H124N32O10 overall in a non-equilibrium geometry. Source: the Open Molecules 2025 dataset; level of theory: ωB97M-V/def2-TZVPD.

Its charge is 0. For the frontier orbital gap, the calculation gives 8.8 eV. As for the largest force on an atom: 7.08 eV Å⁻¹. The calculation puts the HOMO energy at -9.408 eV.

```
224
C58H124N32O10 ωB97M-V/def2-TZVPD
C -19.498 -1.581 -13.715
C -19.824 -2.353 -14.965
C -20.949 -3.382 -14.737
C -20.794 -4.288 -13.585
N -20.701 -5.051 -12.692
H -20.346 -0.984 -13.380
H -18.738 -0.860 -14.015
H -19.189 -2.143 -12.833
H -18.872 -2.822 -15.213
H -20.157 -1.657 -15.735
H -21.092 -4.101 -15.544
H -21.840 -2.759 -14.661
C -24.523 1.538 -16.587
C -23.774 1.024 -15.338
C -24.519 -0.204 -14.747
C -23.787 -0.736 -13.576
N -23.186 -1.154 -12.652
H -24.128 2.390 -17.142
H -25.494 1.815 -16.176
H -24.744 0.765 -17.323
H -23.743 1.864 -14.643
H -22.751 0.776 -15.619
H -24.726 -0.948 -15.516
H -25.528 0.044 -14.419
C -24.435 7.119 -10.129
C -25.726 6.509 -10.610
C -25.607 5.565 -11.820
C -25.068 6.164 -13.070
N -24.662 6.622 -14.034
H -24.564 7.537 -9.131
H -23.930 7.891 -10.709
H -23.681 6.345 -9.981
H -26.371 7.361 -10.824
H -26.208 5.955 -9.804
H -26.633 5.301 -12.075
H -24.984 4.696 -11.605
C -29.880 -0.616 -14.767
C -29.507 -0.050 -13.410
C -29.795 -1.104 -12.286
C -31.225 -1.251 -12.155
N -32.397 -1.328 -12.088
H -29.382 -1.528 -15.094
H -29.648 0.117 -15.539
H -30.964 -0.732 -14.790
H -30.203 0.789 -13.425
H -28.443 0.175 -13.330
H -29.406 -0.813 -11.310
H -29.341 -2.080 -12.458
C -24.926 -5.165 -13.082
C -24.946 -4.253 -11.854
C -26.302 -3.458 -11.835
C -26.776 -3.045 -13.179
N -27.053 -2.730 -14.227
H -25.859 -5.728 -13.048
H -24.089 -5.862 -13.018
H -24.903 -4.705 -14.070
H -24.126 -3.538 -11.918
H -24.697 -4.775 -10.930
H -26.126 -2.682 -11.090
H -27.088 -4.090 -11.422
C -28.039 3.211 -15.485
C -27.048 4.355 -15.844
C -27.594 5.767 -15.487
C -28.078 6.474 -16.654
N -28.459 7.058 -17.558
H -27.617 2.320 -15.020
H -28.592 2.989 -16.397
H -28.656 3.605 -14.677
H -26.787 4.273 -16.899
H -26.118 4.136 -15.320
H -26.865 6.443 -15.041
H -28.328 5.674 -14.686
C -17.854 2.990 -7.738
C -17.667 1.907 -6.674
C -16.215 1.386 -6.674
C -15.223 2.450 -6.331
N -14.484 3.263 -6.068
H -17.597 2.652 -8.742
H -17.270 3.885 -7.524
H -18.881 3.352 -7.788
H -18.376 1.099 -6.857
H -17.877 2.232 -5.655
H -15.975 0.919 -7.630
H -16.096 0.537 -6.000
C -22.347 4.874 -16.138
C -21.222 4.058 -16.795
C -20.438 4.916 -17.761
C -19.538 5.900 -17.150
N -18.870 6.702 -16.603
H -23.050 5.309 -16.849
H -21.995 5.667 -15.478
H -22.979 4.300 -15.461
H -21.639 3.183 -17.294
H -20.642 3.607 -15.990
H -21.175 5.441 -18.370
H -19.827 4.299 -18.420
C -20.324 6.208 -6.180
C -21.061 5.355 -7.212
C -20.789 5.994 -8.588
C -19.312 6.099 -8.958
N -18.207 6.213 -9.273
H -20.424 5.916 -5.135
H -20.780 7.196 -6.252
H -19.249 6.267 -6.351
H -22.126 5.406 -6.988
H -20.925 4.275 -7.276
H -21.032 7.053 -8.498
H -21.347 5.535 -9.404
C -20.998 4.442 -12.812
C -19.796 3.473 -12.681
C -18.676 3.915 -11.712
C -17.903 5.090 -12.147
N -17.231 5.977 -12.497
H -21.839 4.208 -13.465
H -20.685 5.411 -13.201
H -21.349 4.616 -11.795
H -19.342 3.375 -13.667
H -20.160 2.523 -12.288
H -17.879 3.172 -11.713
H -19.078 4.072 -10.711
C -29.651 3.472 -11.626
C -29.299 2.587 -10.476
C -29.327 3.347 -9.161
C -30.557 4.042 -8.943
N -31.573 4.632 -8.788
H -29.036 4.372 -11.619
H -30.706 3.740 -11.683
H -29.320 2.936 -12.515
H -28.324 2.150 -10.690
H -30.034 1.786 -10.403
H -28.414 3.914 -8.980
H -29.374 2.577 -8.391
C -22.861 2.782 -9.989
C -23.175 1.244 -10.184
C -24.617 0.946 -10.168
C -25.294 1.609 -11.268
N -25.813 2.097 -12.173
H -23.258 3.117 -9.031
H -23.310 3.362 -10.795
H -21.783 2.881 -9.865
H -22.712 0.704 -9.358
H -22.760 0.831 -11.103
H -25.165 1.241 -9.273
H -24.749 -0.130 -10.277
C -19.611 -0.024 -9.481
O -19.345 1.039 -9.866
N -20.259 -0.288 -8.346
N -19.225 -1.112 -10.087
H -20.560 0.529 -7.833
H -20.465 -1.243 -8.090
H -19.222 -1.878 -9.429
H -18.652 -1.094 -10.919
C -16.295 -0.464 -11.802
O -16.612 -1.571 -11.414
N -15.090 -0.233 -12.253
N -17.051 0.596 -11.806
H -14.828 0.695 -12.551
H -14.446 -1.006 -12.163
H -16.632 1.391 -12.268
H -17.973 0.631 -11.395
C -23.411 -2.469 -8.780
O -24.376 -1.886 -8.365
N -22.774 -2.244 -9.877
N -22.934 -3.505 -8.134
H -23.135 -1.623 -10.587
H -22.056 -2.920 -10.095
H -22.032 -3.910 -8.341
H -23.359 -3.872 -7.294
C -25.325 2.967 -6.909
O -24.491 3.843 -6.730
N -26.535 3.231 -7.283
N -25.130 1.700 -6.762
H -27.216 2.527 -7.529
H -26.904 4.158 -7.441
H -24.177 1.469 -6.521
H -25.775 1.074 -7.224
C -24.483 7.006 -5.254
O -24.504 7.970 -4.475
N -25.203 6.866 -6.286
N -23.625 6.036 -5.108
H -24.972 6.106 -6.910
H -25.728 7.681 -6.568
H -22.980 6.039 -4.331
H -23.923 5.201 -5.592
C -20.874 -1.781 -4.613
O -19.799 -1.239 -4.730
N -21.056 -2.974 -4.187
N -21.935 -1.312 -5.212
H -20.287 -3.521 -3.828
H -21.936 -3.468 -4.238
H -21.947 -0.355 -5.536
H -22.786 -1.852 -5.277
C -24.991 -3.180 -5.111
O -24.744 -4.128 -5.789
N -24.870 -1.954 -5.520
N -25.774 -3.241 -4.076
H -24.843 -1.796 -6.517
H -25.327 -1.238 -4.974
H -26.106 -2.366 -3.696
H -26.260 -4.076 -3.783
C -21.563 2.063 -5.228
O -22.353 1.445 -5.944
N -20.514 1.455 -4.638
N -21.659 3.289 -4.825
H -19.771 2.015 -4.246
H -20.351 0.463 -4.729
H -22.465 3.826 -5.111
H -21.114 3.639 -4.049
C -27.850 -0.213 -4.128
O -26.623 -0.406 -4.087
N -28.504 0.440 -5.034
N -28.520 -0.400 -3.035
H -29.338 0.956 -4.792
H -27.942 0.536 -5.869
H -27.831 -0.622 -2.331
H -29.518 -0.246 -3.027
C -28.410 -0.462 -8.255
O -27.837 0.566 -7.937
N -27.764 -1.604 -8.405
N -29.729 -0.623 -8.421
H -28.361 -2.418 -8.438
H -26.772 -1.701 -8.567
H -30.112 -1.404 -8.934
H -30.318 0.015 -7.904
```